Entry 1:
8 unconnected molecules or ions with the total composition C46H103F3O23 in a non-equilibrium geometry, computed with ωB97M-V/def2-TZVPD.

Each line ends with the Mulliken charge.
Positions of all 175 atoms, in Å:
1 C -2.402 -1.929 -0.183  0.1773
2 H -1.613 8.218 -0.942  0.2688
3 H 4.304 -0.207 -4.636  0.4279
4 H 2.641 -0.995 -2.010  -0.3292
5 C -7.379 -5.676 -0.862  -0.0392
6 H -11.298 -5.106 -0.005  0.3372
7 C -1.335 -4.948 -6.282  -0.3889
8 C -2.124 8.144 -1.902  -0.7897
9 C 3.454 6.138 0.086  -0.6464
10 O 4.526 1.444 2.577  -0.3417
11 H -5.779 3.537 -0.846  0.3466
12 H -5.722 -3.313 3.179  0.2813
13 O -0.885 -3.689 3.516  -0.3565
14 O 0.351 0.340 -2.540  -0.5804
15 C -3.064 5.392 -0.464  -0.4466
16 O 7.466 3.858 6.617  -0.4070
17 O 6.276 0.176 -4.393  -0.3347
18 O 1.223 5.621 1.161  -0.1849
19 O -1.397 -5.446 -7.642  -0.3315
20 C 1.936 5.889 -0.025  -0.0568
21 H -11.739 -5.924 -1.440  0.2746
22 H 3.921 5.192 0.359  0.3335
23 C 4.399 0.684 1.337  -0.6784
24 C -1.086 -1.501 -0.785  -0.5317
25 C 0.101 -5.038 -5.867  -0.3693
26 H -3.251 -5.664 -0.825  -0.3975
27 H -1.450 0.059 4.162  0.3596
28 H -4.742 -4.533 -4.090  0.3666
29 O 3.698 7.288 0.922  -0.3335
30 H -3.361 -6.079 -7.395  0.2898
31 H -8.887 -6.048 0.555  0.3943
32 H -1.351 8.652 -2.478  0.3267
33 H 2.048 -4.346 0.336  0.0014
34 H -3.392 -5.695 2.177  0.2990
35 C -5.931 4.992 0.650  -0.5987
36 C 3.509 1.401 3.581  -0.1584
37 C 4.629 0.707 -2.635  0.1975
38 H -1.635 -3.900 -6.285  0.5633
39 H 5.674 4.174 7.647  0.2869
40 H 6.089 5.360 6.567  0.2262
41 H -11.120 -6.947 -0.157  0.3097
42 C -5.111 -4.143 2.825  -0.3944
43 H -6.393 7.007 2.319  0.2894
44 C 6.566 4.670 7.263  -0.6549
45 H 2.747 3.046 4.605  0.3846
46 H -4.988 -6.091 -3.431  0.3726
47 H -7.035 -4.884 -1.527  0.2641
48 C 7.016 2.546 6.414  -0.7077
49 H 7.175 2.086 -5.049  0.3037
50 H -0.142 -2.031 -0.658  0.2714
51 H -1.818 4.861 -2.091  0.1620
52 H 0.658 -7.454 -2.434  0.4753
53 H 3.687 1.250 -2.563  -0.0653
54 O -5.288 5.340 1.900  -0.2657
55 C 3.761 2.739 4.348  -0.8213
56 H -6.189 5.964 0.229  0.3602
57 H 8.326 0.862 -4.490  0.2718
58 H 2.528 1.390 3.105  0.3995
59 H -4.797 -6.869 0.496  0.4506
60 H 4.411 -0.404 1.405  0.4249
61 H -1.212 -6.325 -1.246  0.4926
62 H 4.491 1.398 -4.648  0.4037
63 H 5.433 6.730 1.933  0.3639
64 O -6.379 -5.844 0.146  -0.2357
65 H 5.487 1.303 -2.327  0.2595
66 H -5.285 -7.035 -1.141  0.5542
67 H 7.306 1.673 -3.342  0.2785
68 H 1.136 -3.921 2.866  0.5162
69 C 0.997 -6.785 -4.462  -0.7521
70 H -6.813 4.443 0.979  0.4861
71 H 5.703 7.507 0.433  0.3616
72 H -2.697 -2.920 -0.529  -0.5538
73 H 4.175 3.597 3.819  0.4208
74 C 5.165 8.946 2.014  -0.4887
75 H 3.555 -1.695 -3.430  0.2898
76 C -2.993 -4.856 2.747  -0.5137
77 F 1.683 2.147 -1.206  -0.2867
78 H -8.750 -4.371 -0.152  0.3084
79 H 7.697 9.053 1.230  0.3071
80 C 0.079 -7.014 -3.246  -0.6458
81 H 3.948 6.407 -0.848  0.4225
82 C -8.739 -5.445 -0.340  -0.7612
83 H -4.441 -4.472 -0.051  0.0799
84 C 6.048 2.360 5.237  -0.2308
85 H 7.957 2.067 6.147  0.3175
86 C 0.980 -2.182 4.136  -0.8307
87 H 1.315 6.666 -0.470  0.3111
88 H 6.960 5.371 7.999  0.2946
89 H 2.036 -2.107 3.877  0.4318
90 C 0.499 1.915 -0.837  1.0456
91 C -2.698 -5.514 -8.049  -0.7993
92 C -1.536 -4.541 2.504  -0.0595
93 C -4.371 -5.200 -3.312  -0.5855
94 O -4.693 -4.637 -2.058  -0.2846
95 H -7.439 -6.680 -1.281  0.2988
96 H 0.311 -5.457 -0.904  0.4326
97 H 0.158 -4.416 -4.974  0.2280
98 H -3.060 -5.092 3.809  0.4561
99 H -5.283 6.280 3.667  0.2228
100 O -3.795 -3.774 2.510  -0.2542
101 H -1.421 -3.972 1.581  -0.2014
102 C 3.083 -4.005 0.333  -0.7298
103 H -0.896 -5.422 2.469  0.4024
104 O 3.262 -2.735 -0.261  -0.0485
105 H 0.174 -2.470 2.341  0.1328
106 H 3.606 0.916 0.625  0.0235
107 H 3.506 0.628 4.350  0.2033
108 H 0.704 7.661 1.685  0.3356
109 H -2.158 -1.950 0.879  -0.2162
110 H -0.616 -7.839 -3.402  0.3592
111 H -6.816 5.574 3.165  0.2877
112 O -9.799 -5.707 -1.316  -0.3373
113 H 6.420 2.946 4.397  0.3102
114 C 0.384 -3.181 3.139  -0.3150
115 H 3.444 -4.183 1.346  0.3363
116 H 5.833 8.806 2.865  0.3389
117 H -1.321 -1.498 -1.849  0.4794
118 O 0.205 -6.462 -5.636  -0.3780
119 C -5.953 6.143 2.818  -0.7088
120 O -4.141 4.849 -1.121  -0.4019
121 H 3.412 -4.862 -0.255  0.4135
122 C 7.321 1.261 -4.351  -0.6878
123 H -3.173 -1.229 -0.505  0.5285
124 H 7.835 10.686 0.659  0.2796
125 H -1.039 6.054 -1.066  -0.1961
126 H -3.367 6.304 0.050  0.1355
127 O -0.369 -5.697 -2.878  -0.0025
128 H 1.583 -7.695 -4.585  0.4350
129 H 1.737 -6.004 -4.289  0.2583
130 H -2.617 -5.879 -9.073  0.2740
131 H 1.913 4.958 -0.591  -0.0400
132 H 4.652 -3.280 -1.857  0.4287
133 H 6.003 1.329 4.888  0.3506
134 F -0.297 2.983 -1.122  -0.1630
135 C -0.940 -0.904 4.195  -0.2153
136 O 4.558 -0.573 -1.933  -0.3428
137 H -1.108 -4.561 -1.242  -0.0003
138 C 4.942 0.535 -4.157  -0.8066
139 C -0.587 -5.476 -1.522  -0.9531
140 C -11.024 -5.964 -0.618  -0.7572
141 H 4.197 9.185 2.455  0.3180
142 H 0.782 -4.715 -6.655  0.3502
143 C 3.567 -1.444 -2.369  0.3261
144 C -5.188 -6.297 -0.345  -1.1029
145 H -1.285 -1.254 3.222  -0.1980
146 H 0.956 -2.789 5.041  0.3371
147 H -2.954 8.845 -1.817  0.3156
148 C 5.076 7.560 1.323  -0.4350
149 O -0.739 -0.139 -0.498  -0.1019
150 H -5.188 -4.848 3.654  0.3714
151 H 6.701 2.096 7.356  0.4150
152 H -3.230 -4.563 -8.065  0.3284
153 C 0.902 6.651 2.045  -0.8402
154 O 0.502 -0.875 4.241  -0.3029
155 H -3.338 -5.515 -3.455  0.2039
156 H -1.311 -1.435 5.072  0.2950
157 F 0.509 1.716 0.510  -0.2160
158 H 1.616 6.826 2.850  0.2086
159 C 3.692 -2.804 -1.659  -0.6959
160 H -4.389 3.465 0.264  0.3567
161 C 7.167 9.825 0.671  -0.7208
162 O 4.611 2.731 5.511  -0.4248
163 H 2.925 -3.397 -2.158  0.1902
164 C -5.046 4.129 -0.297  -0.5573
165 H 5.311 0.782 0.749  0.3561
166 O -2.562 6.894 -2.299  -0.4206
167 H -0.103 6.263 2.209  0.2771
168 C -1.987 5.779 -1.527  0.3574
169 O 5.834 9.965 1.131  -0.4246
170 H -5.529 -4.655 1.959  -0.0854
171 C -0.019 0.599 -1.400  0.0845
172 H -1.920 -5.536 -5.574  0.0903
173 H -2.751 4.692 0.310  0.5144
174 C -4.253 -5.237 -0.805  1.1711
175 H 7.161 9.662 -0.407  0.2584

As for the expectation value of S²: 0.7557. The total energy comes out at -3843.5338 hartree. For the HOMO energy (alpha / beta), the calculation gives -10.276 / -10.276 eV. As for the charge: +1. As for the spin multiplicity: 2.



Entry 2:
11 unconnected molecules or ions with the total composition C46H105NO22 in a non-equilibrium geometry, computed with ωB97M-V/def2-TZVPD.

Each line ends with the Mulliken charge.
Positions of all 174 atoms, in Å:
1 H 17.840 15.286 18.576  0.2783
2 H 16.436 13.500 11.076  0.1861
3 H 13.586 18.295 8.568  0.3234
4 H 14.284 20.471 16.659  0.3704
5 C 18.283 14.688 24.343  -0.7724
6 H 11.717 22.080 15.557  0.2239
7 C 16.848 14.612 14.638  0.5569
8 C 17.060 14.385 20.892  0.5351
9 O 14.037 10.519 21.665  -0.0400
10 H 16.171 14.172 15.379  0.0523
11 C 13.565 14.594 17.177  -1.3757
12 H 14.556 17.288 24.573  0.4939
13 H 14.332 19.327 23.040  0.2839
14 H 17.681 13.033 22.351  0.6102
15 O 15.223 18.276 21.446  -0.0763
16 H 15.214 20.119 20.524  0.2736
17 H 7.334 16.724 21.986  0.2225
18 H 16.600 19.811 21.526  0.4467
19 H 7.876 17.368 19.532  0.5406
20 H 8.260 10.963 24.174  0.3521
21 H 13.661 10.005 13.641  0.3570
22 H 9.290 18.140 17.983  -0.0771
23 O 17.947 15.120 15.308  -0.3739
24 H 15.996 18.751 23.264  0.5204
25 H 13.947 15.548 20.898  0.2845
26 H 10.601 15.936 15.245  0.2641
27 H 12.789 9.626 22.952  0.1589
28 N 13.358 14.249 15.841  1.2210
29 O 9.326 11.709 22.589  -0.5135
30 H 10.838 11.921 21.231  0.2670
31 H 16.366 8.105 13.081  0.3288
32 H 13.118 19.212 14.192  0.2381
33 C 18.831 9.483 11.339  -0.6238
34 H 12.801 12.676 18.008  0.6080
35 H 18.996 15.424 24.697  0.2740
36 C 13.719 9.357 22.432  -0.4845
37 C 15.322 10.475 21.085  -0.5244
38 H 16.907 13.783 18.456  0.1614
39 O 13.160 13.994 11.004  -0.5274
40 O 18.082 13.816 20.115  -0.5057
41 H 14.656 10.995 14.671  -0.0163
42 H 10.239 13.335 22.101  0.2142
43 H 14.463 17.231 19.137  -0.0876
44 H 14.579 15.281 11.758  -0.3021
45 O 8.372 18.401 22.668  -0.2336
46 H 9.868 16.026 24.646  0.2114
47 C 17.075 13.634 13.513  0.0876
48 H 15.293 16.373 23.188  0.0466
49 C 9.049 11.705 24.034  -0.6483
50 H 16.311 14.047 22.919  0.2036
51 C 16.757 8.703 12.229  -0.5137
52 C 13.231 13.661 18.165  -0.5195
53 O 18.154 14.964 22.954  -0.3758
54 O 9.429 16.572 20.414  -0.3557
55 C 9.023 15.340 24.581  -0.5512
56 C 14.580 17.174 23.471  -0.2503
57 C 17.510 13.574 11.275  -0.6022
58 H 14.372 16.602 16.776  0.8514
59 H 16.087 13.198 13.238  -0.2354
60 C 13.821 15.284 19.856  -0.1830
61 H 15.541 11.389 20.523  -0.0720
62 C 10.694 16.563 16.130  -0.1725
63 H 17.964 12.572 11.297  0.1292
64 H 11.648 8.631 19.048  0.2720
65 O 15.448 10.650 12.884  0.0182
66 H 15.966 10.296 10.905  0.3491
67 H 12.536 15.750 9.432  0.4046
68 H 11.067 22.255 17.212  0.3811
69 C 15.023 18.497 22.823  -0.8787
70 H 11.074 17.719 20.384  0.2517
71 C 7.514 18.800 23.716  -0.8310
72 H 18.714 13.679 24.453  0.3209
73 H 13.275 7.907 19.030  0.3357
74 H 17.965 14.166 10.490  0.3191
75 H 18.660 13.737 18.188  0.3877
76 C 15.906 19.303 20.839  -0.8975
77 C 9.660 19.933 16.848  -0.8937
78 C 18.619 16.164 14.573  -0.5016
79 H 7.048 17.920 24.198  0.3173
80 H 14.515 9.178 23.197  0.3678
81 H 12.437 12.221 11.857  0.3066
82 H 11.835 17.821 8.768  0.3150
83 O 16.252 18.685 13.252  -0.4217
84 C 17.261 14.051 22.346  -0.6709
85 H 12.914 15.772 12.119  -0.0210
86 H 15.044 9.260 14.519  0.3085
87 C 12.813 13.209 12.153  -0.2697
88 C 8.515 13.026 24.408  -0.3920
89 O 14.650 18.760 15.612  -0.2007
90 H 12.099 13.737 12.803  0.2069
91 C 10.677 16.901 21.000  0.1596
92 H 17.903 16.968 14.384  0.1091
93 O 12.291 8.198 20.854  -0.4053
94 H 13.746 13.062 12.711  -0.0163
95 C 13.295 14.026 19.498  -0.4935
96 H 19.087 15.861 13.632  0.2055
97 C 12.750 18.177 9.275  -0.8702
98 O 9.561 14.033 24.443  -0.2423
99 H 14.300 7.713 21.020  0.3480
100 O 13.142 13.084 15.559  -0.7457
101 H 17.357 14.746 24.936  0.2665
102 C 12.623 8.639 19.530  -0.4392
103 H 14.545 17.438 13.343  -0.2697
104 H 16.480 18.930 19.994  0.1806
105 H 13.072 9.639 19.483  0.0309
106 C 14.042 15.888 17.508  0.2608
107 O 10.691 20.450 16.040  -0.1117
108 H 14.745 9.170 11.646  0.3261
109 C 14.166 16.227 18.853  -0.5135
110 H 7.761 13.235 23.643  0.2862
111 H 16.995 15.492 20.801  0.2388
112 H 14.425 18.865 12.312  0.2395
113 H 14.321 18.960 17.616  -0.1568
114 C 17.876 14.210 18.780  -0.5749
115 H 10.588 17.262 22.023  0.3405
116 H 16.535 17.014 12.041  0.1816
117 H 16.909 8.026 11.353  0.3761
118 H 13.262 7.323 22.400  0.3996
119 H 16.090 14.005 20.486  -0.3528
120 C 7.639 17.735 21.666  -0.7128
121 C 10.883 21.865 16.220  -0.9567
122 H 16.026 10.454 21.938  0.3171
123 H 19.849 9.617 11.704  0.2290
124 H 16.421 18.617 11.286  0.3871
125 H 11.366 16.056 20.935  -0.5520
126 H 8.153 19.264 24.469  0.2630
127 C 10.509 12.274 22.212  -0.4135
128 C 14.847 18.503 13.263  0.3905
129 H 10.529 15.967 17.043  0.2762
130 H 18.526 10.384 10.778  0.1917
131 H 6.737 19.507 23.380  0.3162
132 C 15.700 9.735 11.808  -0.6221
133 H 8.010 13.052 25.395  0.4157
134 H 10.001 22.311 15.768  0.3826
135 O 18.067 9.242 12.485  -0.3388
136 H 16.323 15.463 14.125  -0.3601
137 C 14.695 10.151 13.974  -0.6624
138 C 14.214 19.300 14.364  -0.6988
139 H 8.428 15.460 25.510  0.4150
140 H 18.776 8.625 10.638  0.3284
141 H 14.500 20.362 14.357  0.4056
142 C 16.854 18.071 12.159  -0.6697
143 H 12.918 19.335 16.565  0.0193
144 O 13.290 16.875 23.004  -0.1381
145 H 17.943 18.164 12.147  0.2708
146 H 11.806 15.415 23.239  -0.2941
147 H 9.945 11.422 24.610  0.2954
148 H 8.657 19.941 16.389  0.3248
149 H 6.739 18.343 21.473  0.5118
150 H 11.727 16.924 16.148  -0.1286
151 H 10.979 18.467 17.658  -0.0476
152 H 17.767 12.813 13.782  0.3601
153 C 13.559 15.314 11.343  0.8578
154 C 13.462 8.065 21.626  -0.5865
155 C 12.806 15.674 23.601  -0.2392
156 C 9.979 18.515 17.212  0.6694
157 C 14.007 19.396 16.674  -0.1301
158 C 8.493 17.617 20.399  -0.5654
159 H 13.007 13.296 20.251  0.8103
160 H 19.390 16.525 15.252  0.3543
161 H 13.454 14.799 23.437  0.1069
162 O 13.428 15.154 15.037  -0.2811
163 O 13.105 17.439 10.461  -0.1300
164 H 12.526 19.140 9.718  0.2567
165 H 11.353 12.228 22.908  0.2654
166 H 8.930 18.624 20.239  0.2549
167 H 12.743 15.892 24.686  0.4801
168 H 14.314 16.100 9.448  0.3103
169 H 9.643 20.516 17.790  0.4047
170 C 13.390 16.096 10.044  -0.7720
171 O 9.863 17.729 16.038  -0.4988
172 H 8.424 15.660 23.711  0.0808
173 O 17.630 14.344 12.422  -0.2805
174 H 15.478 9.579 20.459  0.3224

Its structure (SMILES) is O=[N+]([O-])c1ccccc1.COCCOC.COCCOC.COCCOC.COCCOC.COCCOC.COCCOC.COCCOC.COCCOC.COCCOC.COCCOC. The total energy comes out at -3525.1326 hartree. The calculation puts the energy above the lowest of the compared OMol25 structures with the same formula, charge and spin at 0.0 kcal per mole. For the HOMO energy, the calculation gives -9.141 eV. As for the charge: 0.